DFT (wB97M-V/def2-TZVPD) results for a single C22H26O6 molecule in a non-equilibrium geometry.

Structure (XYZ):
```
54
Properties=species:S:1:pos:R:3:forces:R:3:nbo_charge:R:1
C 2.103299 -0.027223 -2.766100 -0.16 0.33 0.62 -0.24
O 0.936931 0.525270 -2.131504 0.85 -0.06 -0.02 -0.54
C 0.122486 -0.364020 -1.472683 1.02 -2.15 0.86 0.18
C -1.255062 -0.138600 -1.959620 -0.54 0.25 -0.24 -0.11
C -2.100678 -1.215481 -2.221147 -0.31 0.12 0.19 -0.12
C -3.352288 -0.972974 -2.800067 0.25 0.81 -0.21 -0.24
C -3.770371 0.351462 -3.091151 -0.21 -0.69 -0.21 -0.21
C -2.949015 1.412599 -2.714015 0.43 0.20 -0.33 -0.22
C -1.652843 1.179156 -2.240510 -0.67 -0.54 0.44 -0.17
H 2.670533 0.856084 -3.076208 0.05 -0.37 -0.04 0.20
H 2.686922 -0.600261 -2.024823 -0.13 0.18 -0.59 0.18
H 1.838238 -0.644497 -3.635631 -0.06 0.13 0.20 0.18
H 0.469009 -1.432573 -1.621149 -0.49 0.93 -0.19 0.18
H -1.760480 -2.224535 -1.909278 -0.45 0.69 -0.49 0.20
H -3.992041 -1.799188 -3.057693 -0.14 -0.17 -0.05 0.21
H -4.711839 0.538750 -3.683329 1.01 -0.26 1.05 0.22
H -3.279467 2.446477 -2.830169 0.06 -0.31 -0.17 0.21
H -0.972900 1.996833 -2.001984 -0.27 -0.18 -0.18 0.24
C 4.116823 -3.103500 1.387570 0.29 -0.74 0.36 -0.62
C 3.648240 -1.860606 0.716372 0.11 -0.05 0.32 -0.07
O 2.239128 -1.690963 0.938770 -0.20 0.98 -0.80 -0.49
C 1.832652 -0.500184 0.446608 0.27 1.74 -0.40 0.83
C 0.309923 -0.238917 0.297496 0.79 -2.23 -1.96 -0.30
C -0.604294 -1.319380 0.892634 -1.46 -0.84 0.49 0.82
O -1.805095 -1.351413 0.621909 2.04 -0.37 0.46 -0.61
O -0.038360 -2.239866 1.746017 -1.74 0.03 -0.98 -0.52
C -0.965165 -3.393536 2.124047 0.41 1.51 -0.47 -0.07
C -0.057011 -4.573137 2.382371 0.00 0.05 -0.12 -0.64
C -0.169015 1.116262 0.494037 -0.20 2.92 0.91 -0.01
C -1.533178 1.396619 0.721450 0.52 -0.40 0.12 -0.20
C -1.985231 2.646778 1.070912 0.55 0.92 0.24 -0.26
C -1.076961 3.732188 1.180766 0.21 -1.01 0.03 0.31
O -1.520215 4.837667 1.852799 0.39 0.54 -0.65 -0.50
C -0.736044 6.058278 1.869562 -0.30 -0.65 -0.03 -0.26
C 0.233824 3.522319 0.700743 -0.83 0.53 0.45 -0.31
C 0.676647 2.244336 0.373392 -0.33 -0.46 0.31 -0.20
O 2.632618 0.343325 0.033786 -0.98 -1.73 0.93 -0.62
H 5.169002 -3.218173 1.134867 0.14 -0.14 -0.02 0.22
H 4.064461 -3.062974 2.474920 -0.15 0.18 0.03 0.21
H 3.597519 -4.010169 1.068828 -0.06 0.16 -0.12 0.21
H 4.169870 -0.995130 1.123055 0.04 0.00 -0.22 0.20
H 3.815068 -1.930878 -0.356390 0.09 0.21 -0.10 0.18
H -1.521185 -3.045099 3.023261 0.25 -0.30 -0.78 0.20
H -1.643528 -3.588830 1.247577 0.52 0.38 1.14 0.21
H -0.580065 -5.279191 3.032268 0.15 -0.07 -0.12 0.22
H 0.136788 -5.037829 1.414100 0.23 -0.22 0.21 0.21
H 0.903086 -4.293030 2.842420 -0.46 0.02 -0.08 0.23
H -2.233666 0.578325 0.647401 -0.08 0.28 0.15 0.25
H -3.034024 2.759446 1.321673 0.12 0.24 0.03 0.22
H -1.461549 6.819369 2.161001 0.22 0.00 -0.04 0.20
H 0.066714 6.011720 2.626475 -0.25 -0.13 -0.36 0.18
H -0.317053 6.309986 0.880920 -0.18 -0.21 0.32 0.18
H 0.923948 4.359675 0.649774 0.00 -0.17 0.07 0.21
H 1.714878 2.109213 0.093649 -0.36 0.14 0.04 0.25
```
Forces are in eV/Å.

The calculation puts the orbital gap at 0.30982 Ha. As for the multiplicity: 1. The charge is 0. The HOMO energy is -7.7 eV. Its SMILES is CCOC(=O)C(C(=O)OCC)(c1ccc(OC)cc1)[C@H](OC)c1ccccc1. Its total energy is -1305.287089 a.u.


DFT (wB97M-V/def2-TZVPD) results for 2 unconnected molecules or ions with the total composition C4H12N4 in a non-equilibrium geometry.

Structure (XYZ):
```
20
Properties=species:S:1:pos:R:3:forces:R:3:nbo_charge:R:1
C 0.342900 -1.480727 -1.039459 0.44 -0.08 0.70 -0.47
C 2.737099 -0.264134 0.930251 -0.21 0.07 -0.04 -0.42
C -2.871069 1.044523 -0.487007 -0.10 0.24 0.27 -0.67
N 0.497075 -0.032557 -1.194384 -1.25 0.40 -0.83 -0.02
N 1.531182 0.404669 0.470228 -0.33 0.24 0.63 -0.70
C -1.475699 0.619610 -0.090558 -0.84 -0.50 0.64 0.42
N -1.127939 0.314967 1.125549 0.02 -0.06 -0.48 -0.81
N -0.596708 0.668278 -1.122066 1.56 0.00 0.04 -0.37
H 1.699116 1.373364 0.215091 -0.08 -0.20 0.04 0.38
H -1.886844 0.419458 1.791534 -0.07 0.14 -0.22 0.35
H 0.689780 0.334431 1.096888 0.71 0.12 -0.39 0.44
H 0.085889 -1.865258 -2.025107 -0.04 0.06 -0.03 0.22
H -0.397983 -1.784954 -0.298496 -0.07 0.06 -0.06 0.20
H 1.322571 -1.874023 -0.758198 -0.16 -0.10 -0.12 0.20
H 2.485346 -1.264077 1.283046 0.04 0.01 -0.02 0.20
H 3.210860 0.280452 1.752470 0.08 -0.08 0.00 0.19
H 3.443490 -0.345410 0.104443 0.08 -0.05 0.02 0.20
H -3.414556 1.466988 0.363084 0.10 -0.13 -0.03 0.21
H -3.433353 0.180720 -0.848660 0.08 0.03 -0.06 0.23
H -2.841158 1.803680 -1.268650 0.06 -0.17 -0.05 0.24
```
Forces are in eV/Å.

The calculation puts the orbital gap at 0.32661 Ha. As for the multiplicity: 1. The charge is 0. The HOMO energy is -8.1 eV. Its SMILES is [H]/N=C(C)/N=N\C.CN. Its total energy is -378.512277 a.u.


DFT (wB97M-V/def2-TZVPD) results for a molecular structure, C26H22BrN8O3Zn in a non-equilibrium geometry.

Structure (XYZ):
```
61
Properties=species:S:1:pos:R:3:forces:R:3:nbo_charge:R:1
Zn -1.069855 -1.194202 -1.565115 0.07 0.02 0.11 1.69
Br -1.226211 3.511593 3.520769 -0.05 0.06 -0.02 0.08
C 0.090590 2.175628 3.728046 -0.04 0.00 -0.01 -0.07
C 0.181890 1.488038 4.923119 0.08 -0.19 0.20 -0.24
C 1.147142 0.494668 5.057373 -0.09 0.06 0.36 -0.20
C 1.965713 0.163631 3.992561 0.76 -0.03 0.10 0.03
C 1.898056 0.894369 2.813784 0.08 0.55 -0.09 -0.16
C 0.962973 1.914589 2.683691 0.24 -0.19 -0.10 -0.26
N 2.953216 -0.887014 4.230216 -0.35 -0.63 -1.10 -0.11
N 3.187527 -1.768140 3.362822 -0.65 1.13 0.31 -0.09
C 2.462906 -1.794075 2.092350 -0.08 -0.21 0.72 0.00
C 3.200743 -2.040017 0.977302 0.46 -0.05 -0.41 -0.15
C 2.636384 -2.072724 -0.316779 0.41 -0.07 -0.05 -0.29
C 1.295296 -1.861255 -0.513685 -0.65 0.07 -0.36 0.33
O 0.717526 -1.868904 -1.720152 0.15 0.12 0.67 -0.92
C 0.491925 -1.643844 0.669470 -0.49 0.04 -0.15 0.06
N -0.866904 -1.439188 0.473315 0.80 -0.04 0.10 -0.62
C -1.661610 -1.342763 1.517261 0.06 -0.01 -0.10 0.08
C -1.191646 -1.478432 2.831846 -0.20 0.00 0.08 -0.26
C 0.145827 -1.646205 3.045650 -0.02 -0.24 0.10 -0.11
C 1.052916 -1.671874 1.960063 -0.25 -0.32 -0.02 -0.01
H -0.478018 1.733763 5.747545 0.08 -0.04 -0.08 0.24
H 1.263833 -0.042043 5.997867 -0.04 0.11 -0.18 0.24
H 2.586221 0.691278 2.001307 -0.04 0.07 0.05 0.23
H 0.920537 2.514129 1.782800 0.02 -0.04 0.00 0.23
H 4.271934 -2.189395 1.103969 -0.20 0.00 -0.08 0.24
H 3.257319 -2.281919 -1.185040 -0.07 0.06 0.20 0.24
H -2.716839 -1.185625 1.318664 0.04 0.03 0.02 0.20
H -1.893922 -1.453451 3.659083 0.11 0.00 -0.14 0.24
H 0.517011 -1.782200 4.055659 -0.11 -0.08 -0.22 0.24
O 4.646397 2.116199 -0.403618 -0.09 0.13 -0.16 -0.73
C 4.395450 2.896460 -1.568942 -0.25 -0.29 0.29 0.09
N 3.097529 2.543942 -2.076841 -0.30 0.18 0.26 -0.61
C 1.969989 3.234198 -1.723626 0.28 0.48 0.22 0.66
O 1.962236 4.288863 -1.112222 0.06 -0.60 -0.39 -0.57
C 0.672588 2.621733 -2.182148 0.10 0.10 0.09 -0.15
C -0.222616 3.353883 -2.950679 0.06 0.20 -0.10 -0.08
C -1.421767 2.775317 -3.326844 -0.08 0.16 -0.12 -0.24
C -1.697771 1.491681 -2.904447 0.06 -0.25 0.19 0.06
N -0.850240 0.790538 -2.135473 -0.08 0.04 -0.02 -0.62
C 0.318172 1.353153 -1.778608 -0.04 -0.39 -0.14 0.07
H 5.372148 2.513707 0.090433 -0.03 -0.01 -0.03 0.48
H 5.129722 2.688026 -2.336010 0.23 -0.10 -0.20 0.17
H 4.382823 3.954358 -1.348619 -0.02 0.28 0.10 0.20
H 2.994816 1.644523 -2.514627 -0.02 -0.05 -0.08 0.40
H 0.033054 4.362177 -3.262848 -0.03 -0.10 0.09 0.25
H -2.137800 3.306603 -3.945654 0.12 -0.08 0.10 0.25
H -2.624302 0.999690 -3.185467 0.11 0.02 0.04 0.21
H 0.999034 0.746387 -1.178706 -0.22 0.09 -0.10 0.23
N -4.990138 -4.466572 -3.331921 0.02 0.45 0.24 -0.77
C -4.637862 -3.310223 -2.719321 -0.49 -0.31 -0.13 0.37
C -3.296574 -2.909183 -2.643993 0.52 0.16 0.03 -0.02
N -2.966688 -1.775043 -2.049384 0.10 0.14 0.09 -0.56
C -3.931007 -0.998333 -1.516250 0.10 -0.08 -0.10 -0.09
C -5.242574 -1.413106 -1.596065 -0.29 -0.29 -0.10 0.05
N -5.600955 -2.556794 -2.182987 0.12 0.23 0.08 -0.40
H -4.317133 -5.086076 -3.740042 0.06 -0.01 -0.01 0.41
H -5.961269 -4.717884 -3.351601 -0.09 -0.04 -0.01 0.42
H -2.498564 -3.514956 -3.061790 -0.06 0.07 0.06 0.22
H -3.642734 -0.064431 -1.042502 0.00 -0.17 -0.05 0.22
H -6.036446 -0.807240 -1.164982 0.08 -0.13 -0.09 0.22
```
Forces are in eV/Å.

The calculation puts the orbital gap at 0.25341 Ha. As for the multiplicity: 1. The charge is +1. The HOMO energy is -10.2 eV. Its total energy is -6020.949928 a.u.


DFT (wB97M-V/def2-TZVPD) results for a single C18H23N3O5S molecule in a non-equilibrium geometry.

Structure (XYZ):
```
50
Properties=species:S:1:pos:R:3:forces:R:3:nbo_charge:R:1
C 4.406261 0.343012 -2.281544 0.15 0.21 0.10 -0.27
H 5.213856 -0.091625 -1.684143 -0.02 0.01 -0.01 0.18
O 3.539889 -0.657691 -2.772005 -0.22 -0.22 -0.11 -0.52
C 2.874932 -1.434107 -1.877211 -0.16 -0.18 0.01 0.38
C 2.073538 -2.441624 -2.418248 0.15 0.24 -0.09 -0.28
C 1.344552 -3.274639 -1.595772 0.08 0.03 0.14 -0.19
C 1.403181 -3.135744 -0.213805 0.04 -0.15 0.07 -0.08
C 2.205534 -2.135850 0.318921 -0.05 -0.17 -0.05 -0.19
C 2.938762 -1.291154 -0.494494 0.16 0.22 -0.16 -0.32
H 3.542876 -0.520190 -0.044913 0.07 0.10 0.01 0.23
H 2.252345 -2.011025 1.390836 0.01 0.02 0.14 0.22
C 0.497829 -3.929311 0.695272 0.18 0.12 0.01 -0.24
N -0.653593 -3.093022 1.003734 -0.40 -0.21 -0.04 -0.59
C -0.609626 -2.219337 2.043124 -0.18 -0.17 -0.05 0.66
O 0.056280 -2.420774 3.045771 0.21 0.01 0.07 -0.64
C -1.378600 -0.981845 1.816942 0.02 0.18 -0.65 0.01
C -1.694489 -0.416296 0.590172 0.00 -0.35 0.24 -0.24
C -2.139167 0.887536 0.838090 -0.24 0.55 -0.34 -0.45
C -2.086775 1.080501 2.201777 -0.10 0.30 -0.17 0.01
N -1.625079 -0.042786 2.783237 0.05 0.09 -0.34 -0.28
C -1.492876 -0.234355 4.203246 0.02 -0.19 0.77 -0.42
H -2.433889 -0.590346 4.628673 0.04 0.03 -0.02 0.21
H -1.226680 0.710006 4.674998 -0.02 0.00 -0.05 0.21
H -0.717462 -0.976111 4.389515 -0.11 0.18 -0.01 0.27
H -2.366233 1.948932 2.763602 -0.05 0.15 0.20 0.24
S -2.491869 2.130766 -0.372378 0.28 0.07 0.10 2.36
O -3.209756 1.554464 -1.467107 0.28 -0.28 -0.01 -0.93
O -3.032952 3.264332 0.314645 0.20 -0.04 0.25 -0.94
N -0.994632 2.579160 -0.960456 -1.13 -0.14 0.20 -0.67
C -0.366598 1.638806 -1.868024 0.16 -0.41 -0.48 -0.26
H -0.362620 0.621444 -1.454306 0.08 0.01 -0.09 0.19
C 1.072637 2.069424 -2.113219 -0.20 0.01 -0.11 -0.08
H 1.085043 3.084776 -2.531961 0.00 -0.09 -0.02 0.17
O 1.846714 2.030638 -0.924639 0.14 0.03 -0.06 -0.55
C 1.106977 2.278371 0.257702 -0.19 0.02 0.29 -0.08
H 1.800705 2.747014 0.960717 -0.14 -0.03 0.01 0.20
C -0.093203 3.185514 -0.002407 0.48 0.25 0.33 -0.26
H -0.653256 3.371594 0.914538 0.23 0.12 0.07 0.23
H 0.253032 4.148367 -0.396073 -0.06 -0.06 0.14 0.21
H 0.765254 1.323164 0.685889 0.03 0.11 -0.01 0.17
H 1.557769 1.389281 -2.817441 -0.12 0.06 -0.01 0.21
H -0.939995 1.633893 -2.795695 0.18 -0.12 -0.03 0.24
H -1.628957 -0.867018 -0.379853 0.11 -0.15 -0.15 0.23
H -1.205398 -2.825911 0.202929 0.04 0.07 0.11 0.39
H 0.987719 -4.161998 1.642198 -0.08 -0.09 -0.13 0.24
H 0.153467 -4.849622 0.220028 0.07 0.03 0.08 0.21
H 0.723767 -4.044187 -2.032258 -0.07 -0.10 -0.06 0.21
H 2.035231 -2.545632 -3.491137 0.01 -0.01 -0.14 0.22
H 3.864570 1.085070 -1.688411 0.04 -0.06 -0.01 0.20
H 4.829474 0.819374 -3.164481 0.01 -0.01 0.08 0.20
```
Forces are in eV/Å.

The calculation puts the orbital gap at 0.33696 Ha. As for the multiplicity: 1. The charge is 0. The HOMO energy is -8.5 eV. Its SMILES is COc1ccc(CNC(=O)c2cc(S(=O)(=O)N3CCOCC3)cn2C)cc1. Its total energy is -1638.340538 a.u.


Question: What is the HOMO energy in the second record?
Answer: -8.1 eV


Question: What is the orbital gap in the first record?
Answer: 0.30982 Ha